{
  "formula": "C14H17Br6F9O6",
  "method": "the ωB97M-V functional and the def2-TZVPD basis",
  "energy_ev": -471789.3054,
  "e_lumo_ev": -0.563,
  "de_lowest_ev": 2.0723,
  "homo_ev": -10.24,
  "symbols": ["C", "Br", "Br", "Br", "H", "C", "Br", "Br", "Br", "H", "C", "C", "O", "C", "O", "C", "F", "F", "F", "H", "H", "H", "H", "H", "C", "C", "O", "C", "O", "C", "F", "F", "F", "H", "H", "H", "H", "H", "C", "C", "O", "C", "O", "C", "F", "F", "F", "H", "H", "H", "H", "H"],
  "coordinates": [[-1.32278, 0.13769, 0.96278], [0.30961, 1.08194, 1.69316], [-2.64313, 1.57167, 0.70273], [-1.99251, -1.26528, 2.01351], [-0.94153, -0.24009, 0.01409], [-1.70985, 1.08114, -4.31075], [0.18993, 1.16504, -4.87682], [-2.01265, 0.54487, -2.41864], [-2.82589, 0.04873, -5.55041], [-2.05397, 2.10056, -4.13623], [2.36375, -4.74896, 0.30970], [2.39110, -4.15554, -1.05176], [1.02756, -4.22353, -1.47607], [0.16357, -3.20956, -1.24096], [0.48733, -2.06208, -0.79591], [-1.31241, -3.48543, -1.54074], [-1.53697, -4.72101, -2.04319], [-2.10345, -3.36378, -0.48162], [-1.76515, -2.57579, -2.38432], [2.04719, -4.10013, 1.12635], [3.37484, -5.09122, 0.53029], [1.80331, -5.68285, 0.35275], [3.08708, -4.63070, -1.74309], [2.83112, -3.15843, -1.06780], [-5.28579, 3.77022, -0.58406], [-5.98382, 4.09852, 0.69518], [-5.13742, 4.90322, 1.52367], [-5.37743, 4.98590, 2.85886], [-6.36790, 4.43339, 3.39394], [-4.46798, 5.96769, 3.62652], [-4.96416, 6.26984, 4.81650], [-3.29240, 5.32523, 3.82368], [-4.07183, 7.07927, 2.88105], [-4.22102, 3.61117, -0.41361], [-5.32624, 4.55386, -1.34062], [-5.75938, 2.86721, -0.96927], [-6.13508, 3.16162, 1.23132], [-6.97342, 4.52678, 0.53586], [3.84616, 0.29574, 0.95618], [4.55578, -0.25871, -0.32456], [5.82724, -0.94657, -0.08591], [5.91186, -2.25424, 0.24597], [5.00822, -3.10066, 0.14005], [7.33156, -2.75727, 0.58637], [7.92896, -3.03334, -0.54210], [8.14670, -1.83275, 1.14441], [7.33345, -3.84408, 1.37960], [3.03820, 0.92825, 0.58844], [4.35813, 1.01736, 1.59278], [3.43913, -0.51919, 1.55477], [4.88767, 0.57853, -0.93855], [3.89454, -0.84419, -0.96337]],
  "mulliken_charge": [0.35, -0.03, -0.02, 0.01, -0.35, -0.35, -0.04, 0.12, -0.02, 0.35, -1.19, 0.36, -0.29, 0.51, -0.51, 0.72, -0.25, -0.23, -0.21, 0.29, 0.38, 0.37, 0.37, -0.23, -1.08, -0.17, -0.23, 0.34, -0.54, 0.86, -0.21, -0.24, -0.24, 0.15, 0.36, 0.33, 0.30, 0.32, -0.88, -0.27, -0.31, 0.35, -0.49, 0.84, -0.24, -0.25, -0.23, 0.23, 0.34, 0.32, 0.31, 0.22]
}



{
  "formula": "C14H17BrN3O6W",
  "method": "the ωB97M-V functional and the def2-TZVPD basis",
  "energy_ev": -103412.7181,
  "e_lumo_ev": [-4.014, -4.527],
  "de_lowest_ev": 1.1216,
  "multiplicity": 3,
  "homo_ev": [-11.36, -13.02],
  "total_charge": 1,
  "symbols": ["W", "N", "C", "C", "O", "N", "C", "C", "O", "O", "H", "H", "H", "H", "H", "H", "Br", "C", "C", "C", "C", "C", "N", "C", "O", "O", "H", "H", "H", "C", "C", "C", "O", "C", "H", "H", "H", "H", "H", "H", "H", "H"],
  "coordinates": [[0.41111, 0.19634, 0.35907], [0.18722, -1.63943, -0.95986], [-0.10497, -2.85498, -0.13349], [-0.76575, -2.45529, 1.17604], [-1.57363, -3.15311, 1.74354], [-0.31283, -1.23584, 1.57723], [-0.86636, -0.53204, 2.75784], [-0.56249, 0.92745, 2.41235], [-1.37359, 1.80122, 2.31600], [0.76728, 1.08893, 2.03524], [0.98502, -1.81978, -1.56263], [-0.59827, -1.46093, -1.58204], [-0.72767, -3.57014, -0.66210], [0.84280, -3.33243, 0.10694], [-1.93520, -0.67832, 2.87452], [-0.34738, -0.83841, 3.66648], [3.00246, -1.84067, 1.72540], [3.47355, -0.35291, 0.68703], [4.80733, -0.03207, 0.50003], [5.12231, 1.08368, -0.24403], [4.10584, 1.84219, -0.81256], [2.81501, 1.45510, -0.60678], [2.48843, 0.37269, 0.14309], [1.64681, 2.05432, -1.36595], [1.69815, 3.07132, -1.97616], [0.57205, 1.24417, -1.29297], [5.57203, -0.65472, 0.94130], [6.15899, 1.35354, -0.39760], [4.29663, 2.71921, -1.41676], [-3.63767, -0.19516, -1.49243], [-3.50939, 1.33914, -1.52686], [-2.32042, 1.65695, -0.61727], [-1.74821, 0.34208, -0.26022], [-2.87026, -0.58476, -0.25214], [-3.17686, -0.64369, -2.37429], [-4.67113, -0.53456, -1.44363], [-4.40822, 1.81265, -1.13747], [-3.34965, 1.70421, -2.53823], [-2.61706, 2.13589, 0.31152], [-1.53669, 2.22766, -1.09288], [-3.44015, -0.41717, 0.66273], [-2.49918, -1.60231, -0.24797]],
  "mulliken_charge": [1.70, -0.63, -0.66, 0.33, -0.64, 0.15, -0.77, 0.76, -0.52, -0.52, 0.36, 0.23, 0.40, 0.35, 0.32, 0.40, -0.03, 0.51, -0.62, -0.27, -0.71, 0.69, -0.13, 0.19, -0.55, -0.72, 0.44, 0.44, 0.52, -0.67, -0.59, -0.46, -0.30, -0.61, 0.25, 0.42, 0.32, 0.29, 0.36, 0.31, 0.29, 0.38]
}



{
  "formula": "C14H17ClF10IrN2O2Sb",
  "method": "the ωB97M-V functional and the def2-TZVPD basis",
  "energy_ev": -70938.0153,
  "e_lumo_ev": [-4.403, -6.450],
  "de_lowest_ev": 0.4005,
  "multiplicity": 2,
  "homo_ev": [-12.91, -13.38],
  "total_charge": 1,
  "symbols": ["Ir", "C", "C", "N", "C", "C", "C", "C", "N", "C", "C", "F", "C", "F", "C", "C", "F", "C", "F", "H", "H", "H", "H", "H", "H", "H", "H", "H", "H", "H", "H", "H", "H", "H", "Cl", "C", "C", "O", "O", "H", "H", "F", "Sb", "F", "F", "F", "F", "F"],
  "coordinates": [[-0.01217, -0.12971, 0.71598], [-2.62753, -1.21705, 2.19914], [-2.87873, -0.32792, 0.98852], [-1.85742, 0.76622, 0.73806], [-2.05481, 1.80225, 1.80948], [-1.20405, 3.05683, 1.72250], [-1.97628, 1.36433, -0.62551], [-1.47397, 0.40859, -1.68140], [-0.13943, 0.01728, -1.24246], [0.77064, -0.63599, -1.97367], [1.87193, -1.23202, -1.29804], [1.91747, -1.14233, 0.06542], [2.83561, -1.94289, -1.94208], [3.81857, -2.49363, -1.25404], [2.78029, -2.09177, -3.32836], [1.71103, -1.55412, -4.02068], [1.62522, -1.71047, -5.33066], [0.71466, -0.85273, -3.37523], [-0.29578, -0.37166, -4.07846], [-3.24800, -2.10372, 2.08730], [-2.88430, -0.72366, 3.13561], [-1.60440, -1.57783, 2.28402], [-3.83673, 0.17929, 1.11775], [-2.93437, -0.94137, 0.09312], [-1.88917, 1.28569, 2.75220], [-3.10912, 2.08627, 1.76424], [-0.16144, 2.84848, 1.50982], [-1.25504, 3.56402, 2.68550], [-1.57203, 3.75468, 0.97157], [-1.34234, 2.24918, -0.62932], [-3.00468, 1.67641, -0.81786], [-1.50785, 0.86814, -2.66531], [-2.07397, -0.50553, -1.74472], [3.55736, -2.63463, -3.84959], [3.74627, 2.60033, 2.19092], [2.58689, 1.64416, 3.11319], [1.53896, 1.02247, 2.25156], [0.73956, 0.16306, 2.71894], [1.35825, 1.33063, 1.02082], [2.08702, 2.28599, 3.83788], [3.10558, 0.85497, 3.65225], [-0.65029, -1.99743, -0.06072], [-1.15591, -3.97823, -0.32525], [-2.90579, -3.33013, -0.11344], [-1.23741, -3.38349, -2.11047], [-1.58248, -5.75524, -0.58952], [0.69840, -4.15982, -0.55470], [-0.96839, -4.04321, 1.53165]],
  "mulliken_charge": [2.35, -1.29, -0.63, -0.16, -0.46, -1.57, -0.60, -1.04, -0.29, 0.22, 0.51, -0.46, 0.10, -0.27, -0.36, 0.16, -0.27, 0.47, -0.29, 0.41, 0.42, 0.20, 0.56, 0.42, 0.43, 0.45, 0.35, 0.40, 0.43, 0.46, 0.34, 0.65, 0.23, 0.53, -0.15, -0.46, 0.72, -0.66, -0.81, 0.30, 0.40, -0.21, 2.13, -0.54, -0.58, -0.49, -0.55, -0.52]
}



{
  "formula": "C14H17ClF6N6O8PtS4",
  "method": "the ωB97M-V functional and the def2-TZVPD basis",
  "energy_ev": -115505.0399,
  "e_lumo_ev": -8.466,
  "de_lowest_ev": 0.7350,
  "homo_ev": -14.86,
  "total_charge": 2,
  "symbols": ["Pt", "O", "Cl", "O", "O", "O", "N", "C", "S", "N", "C", "C", "C", "C", "C", "C", "H", "H", "H", "H", "H", "H", "H", "H", "N", "C", "H", "C", "N", "C", "C", "N", "C", "S", "H", "H", "H", "H", "H", "H", "H", "H", "F", "C", "F", "F", "S", "O", "O", "N", "S", "O", "O", "C", "F", "F", "F"],
  "coordinates": [[-0.79700, -0.27175, -0.40396], [0.73956, -4.00557, -1.36859], [0.47386, -3.08426, -0.35059], [-0.11012, -3.64695, 0.81066], [1.54688, -2.20396, -0.05139], [-0.69452, -2.16556, -0.97249], [-2.93098, 2.16930, -1.57926], [-2.38849, 1.54874, -2.60257], [-1.67860, -0.06020, -2.53438], [-2.40684, 2.08398, -3.81126], [-3.14912, 3.28556, -4.13188], [-2.63793, 4.51340, -3.73544], [-3.34960, 5.66425, -4.04341], [-4.54269, 5.57364, -4.74706], [-5.03395, 4.33727, -5.14480], [-4.33864, 3.17799, -4.83400], [-3.05324, 1.74457, -0.66928], [-3.33954, 3.08506, -1.72392], [-1.91376, 1.60507, -4.55253], [-1.68833, 4.56836, -3.21662], [-2.96296, 6.62997, -3.74843], [-5.08953, 6.47321, -4.99427], [-5.95991, 4.27329, -5.69919], [-4.71078, 2.20739, -5.13578], [2.06106, 0.55419, -1.59362], [1.05780, 0.24991, -1.14047], [2.96971, 0.77286, -1.96908], [-5.44221, -0.42441, 2.06244], [-4.20492, -1.05013, 2.50386], [-4.14165, -1.73555, 3.80604], [-2.70953, -2.29473, 3.83569], [-2.26898, -2.06913, 2.45195], [-3.12805, -1.31715, 1.79111], [-3.02209, -0.81286, 0.11865], [-5.78744, 0.25730, 2.83610], [-6.19640, -1.19168, 1.88358], [-5.26626, 0.13895, 1.15082], [-4.90339, -2.51536, 3.84106], [-4.33448, -1.01556, 4.59905], [-2.67870, -3.35533, 4.07155], [-2.06478, -1.75589, 4.52864], [-1.38800, -2.39431, 2.08425], [2.01324, 1.73452, 1.31121], [1.17971, 1.98850, 2.30998], [1.60210, 1.43182, 3.41835], [1.00838, 3.27958, 2.45164], [-0.45814, 1.22042, 1.86872], [-0.81421, 1.67153, 0.46652], [-0.16795, -0.23189, 1.67185], [-1.37718, 1.58575, 2.98971], [-2.90790, 2.16170, 2.95443], [-3.39972, 2.19324, 1.60315], [-3.63381, 1.50071, 3.97835], [-2.64128, 3.94497, 3.48333], [-3.61666, 4.27068, 4.30117], [-1.47051, 4.07067, 4.08519], [-2.67048, 4.70110, 2.39453]],
  "mulliken_charge": [2.54, -0.50, 1.68, -0.59, -0.55, -0.68, -0.02, 0.79, -0.33, -0.07, -0.21, -0.13, -0.56, -0.48, -0.58, -0.31, -0.08, 0.32, 0.28, 0.48, 0.41, 0.41, 0.40, 0.46, -0.16, -0.04, 0.25, -0.84, 0.13, -0.50, -0.64, 0.25, 0.41, -0.48, 0.33, 0.34, 0.26, 0.43, 0.27, 0.37, 0.33, 0.09, -0.19, 0.53, -0.14, -0.16, 0.46, -0.79, -0.81, -0.37, 1.09, -0.54, -0.58, 0.56, -0.17, -0.19, -0.19]
}